Entry 1:
Computed, not measured: an isolated ion of composition C26H42F3OSi4 and charge +1, with ωB97M-V with the def2-TZVPD basis set.

Geometry as XYZ:
```
76
Properties=species:S:1:pos:R:3:forces:R:3
C 0.18330 -0.19697 5.47352 0.1 -0.1 -0.2
Si -0.66501 0.96206 4.24518 -0.3 0.7 0.3
C -2.52233 0.93341 4.54880 -0.1 0.1 0.0
C -0.04951 2.72683 4.44226 -0.1 0.1 0.2
Si -0.02317 0.18738 2.14365 -0.2 -0.8 0.4
Si 2.27963 0.26945 1.84069 0.0 -0.2 0.1
C 3.19927 0.55793 3.45374 0.1 -0.1 -0.1
C 2.66248 -1.42027 1.09672 0.4 0.1 -0.2
C 2.62911 1.76461 0.74205 0.1 0.1 -0.2
Si -1.14378 -1.84435 1.81563 0.2 -0.1 0.1
C -0.31342 -3.15239 2.87362 -0.2 -0.2 -0.2
C -2.95722 -1.64370 2.29030 0.0 -0.1 -0.1
C -1.08534 -2.29124 -0.01448 -0.1 -0.3 0.0
O -0.55199 0.77598 0.54205 -0.9 2.1 -2.2
C -0.76296 1.63375 -0.39861 1.1 -2.1 2.1
C -0.55952 3.07393 -0.15799 0.5 0.8 -0.1
C -1.19118 1.08280 -1.70685 -2.4 -0.4 2.2
H -0.04829 0.15742 6.48809 0.0 -0.1 -0.2
H -0.17955 -1.22883 5.38770 0.0 0.2 0.0
H 1.27421 -0.20982 5.36366 -0.2 0.0 0.1
H -2.75650 1.61339 5.38133 0.1 -0.2 -0.2
H -3.08417 1.27823 3.67176 0.1 -0.1 0.2
H -2.89102 -0.06375 4.81819 0.1 0.2 -0.1
H -0.40650 3.12130 5.40522 0.2 0.0 -0.2
H 1.04440 2.80600 4.42425 -0.2 0.0 0.0
H -0.45161 3.37350 3.65061 0.1 -0.1 0.2
H 4.25344 0.74739 3.20415 -0.2 -0.1 0.1
H 2.82115 1.43350 3.99588 0.1 -0.2 -0.1
H 3.15626 -0.31226 4.11860 0.1 0.2 -0.1
H 3.68152 -1.41878 0.68424 -0.1 -0.2 0.1
H 2.60509 -2.21298 1.85544 0.1 0.3 -0.1
H 1.98816 -1.70383 0.27939 0.1 0.2 0.3
H 3.70603 1.79316 0.51739 -0.3 0.1 0.0
H 2.07999 1.77170 -0.20821 0.2 0.0 0.2
H 2.37115 2.70101 1.25635 0.2 -0.2 0.1
H -0.80842 -4.10462 2.63329 0.2 0.1 0.2
H 0.75659 -3.25221 2.65295 -0.3 0.0 0.1
H -0.43820 -2.95526 3.94593 0.0 -0.1 -0.2
H -3.51709 -2.43998 1.77659 0.0 0.2 0.2
H -3.11633 -1.74920 3.37097 0.0 0.0 -0.3
H -3.36994 -0.67715 1.97010 0.1 -0.2 0.1
H -1.51608 -3.30139 -0.11399 0.1 0.2 -0.1
H -1.70233 -1.61748 -0.62306 0.1 -0.2 0.2
H -0.07559 -2.31492 -0.44381 -0.2 0.0 0.1
H -0.28134 3.58337 -1.09137 -0.1 -0.2 0.1
H -1.48693 3.58762 0.15718 0.3 -0.4 0.1
H 0.25933 3.24740 0.57021 -0.7 -0.2 -0.2
H -2.08299 1.71465 -1.89118 0.3 -0.1 -0.4
H -1.59450 0.05537 -1.56275 0.4 0.8 0.1
F 2.37717 -4.87168 -3.17863 0.7 0.9 -0.2
C 3.01624 -3.68620 -3.44184 0.6 -1.0 -0.2
F 4.17405 -3.66809 -2.72069 -1.0 -0.1 -0.6
F 3.37093 -3.72189 -4.76881 -0.4 0.1 1.3
C 2.11920 -2.52467 -3.12933 0.4 -0.1 -0.3
C 2.48248 -1.56144 -2.20088 -0.3 0.2 -0.2
C 1.69752 -0.41453 -2.08006 0.0 0.1 -0.3
C 0.58296 -0.21897 -2.89962 -0.3 0.0 0.3
C -0.23771 1.08509 -2.83398 1.6 0.3 -2.2
C -1.11349 1.37056 -4.08005 0.1 0.0 -0.1
C -0.97523 2.50804 -4.89706 -0.2 -0.1 0.4
C -2.07377 2.94490 -5.65511 -0.1 -0.4 -0.1
C -3.26902 2.21152 -5.66550 0.1 0.1 0.2
C -3.35053 1.00558 -4.96580 0.5 0.0 0.1
C -2.25385 0.57002 -4.22071 -0.5 0.4 -0.1
C 0.18663 -1.25841 -3.73643 -0.1 -0.2 -0.3
C 0.95542 -2.40465 -3.87108 -0.2 0.3 -0.1
H 3.36994 -1.69452 -1.59269 -0.1 0.1 -0.2
H 1.99239 0.35185 -1.36918 0.0 -0.2 -0.2
H 0.49075 1.90881 -2.71014 -0.3 -0.2 -0.2
H -0.03720 3.08406 -4.90480 -0.5 -0.2 0.2
H -2.01224 3.87466 -6.22570 0.1 -0.4 0.2
H -4.15491 2.58207 -6.18484 0.4 0.0 0.0
H -4.26088 0.41187 -4.92799 0.1 0.2 -0.3
H -2.33203 -0.37977 -3.68653 -0.2 0.5 0.0
H -0.72251 -1.18846 -4.32943 0.5 0.1 0.1
H 0.65940 -3.15753 -4.59850 0.1 0.0 0.2
```
Forces are in eV/Å.

Relative energy (zero: lowest compared OMol25 entry of this formula, charge and spin)   0.000 eV
F_max   3.29 eV/A
Net charge   +1
Gap between HOMO and LUMO   7.4 eV

Which charges does Löwdin predict for the atoms? In e, they are: atom 1 (C): -0.181, atom 2 (Si): 0.392, atom 3 (C): -0.213, atom 4 (C): -0.220, atom 5 (Si): 0.551, atom 6 (Si): 0.442, atom 7 (C): -0.202, atom 8 (C): -0.206, atom 9 (C): -0.203, atom 10 (Si): 0.425, atom 11 (C): -0.196, atom 12 (C): -0.206, atom 13 (C): -0.189, atom 14 (O): -0.175, atom 15 (C): -0.243, atom 16 (C): 0.039, atom 17 (C): -0.093, atom 18 (H): 0.051, atom 19 (H): 0.022, atom 20 (H): 0.015, atom 21 (H): 0.041, atom 22 (H): 0.029, atom 23 (H): 0.025, atom 24 (H): 0.041, atom 25 (H): 0.018, atom 26 (H): 0.027, atom 27 (H): 0.045, atom 28 (H): 0.022, atom 29 (H): 0.032, atom 30 (H): 0.042, atom 31 (H): 0.035, atom 32 (H): 0.000, atom 33 (H): 0.053, atom 34 (H): -0.005, atom 35 (H): 0.038, atom 36 (H): 0.044, atom 37 (H): 0.020, atom 38 (H): 0.021, atom 39 (H): 0.041, atom 40 (H): 0.026, atom 41 (H): 0.030, atom 42 (H): 0.050, atom 43 (H): 0.015, atom 44 (H): 0.022, atom 45 (H): 0.112, atom 46 (H): 0.130, atom 47 (H): 0.095, atom 48 (H): 0.166, atom 49 (H): 0.126, atom 50 (F): 0.121, atom 51 (C): -0.511, atom 52 (F): 0.123, atom 53 (F): 0.125, atom 54 (C): -0.118, atom 55 (C): -0.009, atom 56 (C): -0.015, atom 57 (C): -0.144, atom 58 (C): -0.199, atom 59 (C): -0.190, atom 60 (C): -0.021, atom 61 (C): -0.067, atom 62 (C): -0.075, atom 63 (C): -0.058, atom 64 (C): -0.082, atom 65 (C): -0.002, atom 66 (C): 0.018, atom 67 (H): 0.112, atom 68 (H): 0.082, atom 69 (H): 0.154, atom 70 (H): 0.120, atom 71 (H): 0.110, atom 72 (H): 0.110, atom 73 (H): 0.111, atom 74 (H): 0.113, atom 75 (H): 0.103, atom 76 (H): 0.138

---

Entry 2:
Computed, not measured: C26H42GeN2ORbS4 as an isolated structure, with ωB97M-V with the def2-TZVPD basis set.

Geometry as XYZ:
```
77
Properties=species:S:1:pos:R:3:forces:R:3
Rb -0.14346 -0.93957 -0.45906 0.2 -0.3 0.3
C -0.16712 -3.04879 4.92346 0.0 0.0 0.0
C -0.37269 -1.55127 4.72941 0.1 0.0 0.0
S -0.29951 -0.96208 3.00638 -0.2 0.0 0.0
C -2.02645 -0.50740 2.67358 0.0 0.0 0.0
C -3.01760 -1.64427 2.45287 0.0 0.0 0.1
S -2.60335 -2.70208 1.04094 -0.1 0.0 -0.1
C -2.33002 -4.34629 1.75308 0.0 0.0 0.0
C -1.12043 -4.51127 2.66584 0.0 0.0 0.0
S -1.52481 -4.11389 4.39761 0.0 0.0 0.0
H -0.06937 -3.23427 5.99499 0.0 0.0 0.0
H 0.76775 -3.38379 4.47202 0.0 0.0 0.0
H 0.40767 -1.00773 5.26417 0.0 0.0 0.0
H -1.32900 -1.23429 5.14511 0.0 0.0 0.0
H -1.99138 0.13954 1.78899 0.0 0.0 0.0
H -2.36436 0.12517 3.49770 0.0 0.0 0.0
H -4.00827 -1.22174 2.27566 0.0 0.0 0.0
H -3.07495 -2.27301 3.33909 0.0 0.0 0.0
H -2.23203 -4.98526 0.87362 0.0 0.0 0.0
H -3.24802 -4.65274 2.25532 0.0 0.0 0.0
H -0.30040 -3.87301 2.34040 0.0 0.0 0.0
H -0.78625 -5.54838 2.62410 0.0 0.0 0.0
Ge -2.62005 3.85404 0.30556 -0.3 0.1 0.2
C -1.92204 5.47767 -0.30060 0.0 0.0 0.0
C -2.59882 6.29252 -1.22297 -0.1 0.0 0.0
C -2.12383 7.55881 -1.49663 0.0 0.0 0.0
C -0.98344 8.02716 -0.84825 0.0 0.0 0.0
C -0.30402 7.23032 0.06626 0.0 0.0 0.0
C -0.76400 5.95503 0.33520 0.0 -0.1 0.0
C -4.35874 3.17439 0.12744 0.0 0.0 -0.1
C -4.80505 2.32515 1.15177 0.1 -0.1 0.0
C -6.12535 1.91532 1.18699 0.0 0.0 0.0
C -6.99908 2.32694 0.18745 0.0 0.0 0.0
C -6.56236 3.15034 -0.84743 0.0 0.0 0.0
C -5.25093 3.58057 -0.87725 0.0 0.1 0.0
H -1.76701 3.05705 1.29520 0.1 0.1 0.0
H -3.49775 5.94647 -1.71511 0.0 0.0 0.0
H -2.64250 8.19232 -2.20263 0.0 0.0 0.0
H -0.62700 9.02764 -1.05500 0.0 0.0 0.0
H 0.57506 7.60868 0.56886 0.0 0.0 0.0
H -0.23542 5.33681 1.05190 0.0 0.0 0.0
H -4.12479 2.00026 1.93225 0.0 0.0 0.0
H -6.47845 1.27990 1.98739 0.0 0.0 0.0
H -8.03222 2.00671 0.21333 0.0 0.0 0.0
H -7.25308 3.45949 -1.61959 0.0 0.0 0.0
H -4.92366 4.22793 -1.68006 0.0 0.0 0.0
C 5.36096 -1.64834 1.10984 0.0 0.0 0.0
C 3.83108 -1.65128 0.88210 0.0 0.0 0.0
N 3.43048 -0.54909 0.00090 0.1 -0.1 -0.1
C 4.00432 -0.76287 -1.33264 0.0 0.0 0.0
C 5.53497 -0.96802 -1.25010 0.0 0.0 0.0
N 5.94657 -0.64281 0.15816 0.0 0.0 0.0
C 5.48513 0.74078 0.52158 0.0 0.0 0.0
C 3.93831 0.71350 0.54556 0.0 0.0 0.0
H 5.82609 -2.60929 0.89981 0.0 0.0 0.0
H 5.64097 -1.33624 2.11430 0.0 0.0 0.0
H 3.31578 -1.55055 1.83647 0.0 0.0 0.0
H 3.51610 -2.59159 0.43036 0.0 0.0 0.0
H 3.76636 0.09934 -1.95443 0.0 0.0 0.0
H 3.54428 -1.63877 -1.78824 0.0 0.0 0.0
H 6.08991 -0.31002 -1.91565 0.0 0.0 0.0
H 5.83856 -1.99558 -1.44157 0.0 0.0 0.0
H 6.96354 -0.68027 0.22262 0.0 0.0 0.0
H 5.88896 1.41773 -0.22900 0.0 0.0 0.0
H 5.92080 0.98900 1.48723 0.0 0.0 0.0
H 3.54487 1.54144 -0.04195 0.0 0.0 0.0
H 3.57158 0.82156 1.56570 0.0 0.0 0.0
C -1.33679 -0.95648 -4.63075 0.0 0.0 0.0
S -1.36940 0.62004 -3.78552 -0.1 0.1 -0.2
C -0.51011 1.57708 -5.02681 0.0 0.0 0.0
O -0.41918 0.49033 -2.61462 0.0 0.1 -0.2
H -1.91276 -0.87711 -5.55243 0.0 0.0 0.0
H -1.80940 -1.69252 -3.98285 0.0 0.0 0.0
H -0.30455 -1.22909 -4.84709 0.0 0.0 0.0
H -1.15894 1.67873 -5.89634 0.0 0.0 0.0
H 0.42454 1.08790 -5.29677 0.0 0.0 0.0
H -0.31605 2.55928 -4.60094 0.0 0.0 0.0
```
Forces are in eV/Å.

Relative energy (zero: lowest compared OMol25 entry of this formula, charge and spin)   0.000 eV
F_max   0.50 eV/A
Net charge   +3
Gap between HOMO and LUMO   5.7 eV

Which charges does Löwdin predict for the atoms? In e, they are: atom 1 (Rb): 0.755, atom 2 (C): -0.538, atom 3 (C): -0.502, atom 4 (S): 0.779, atom 5 (C): -0.575, atom 6 (C): -0.523, atom 7 (S): 0.789, atom 8 (C): -0.528, atom 9 (C): -0.516, atom 10 (S): 0.912, atom 11 (H): 0.082, atom 12 (H): 0.079, atom 13 (H): 0.076, atom 14 (H): 0.086, atom 15 (H): 0.031, atom 16 (H): 0.085, atom 17 (H): 0.075, atom 18 (H): 0.043, atom 19 (H): 0.079, atom 20 (H): 0.083, atom 21 (H): 0.047, atom 22 (H): 0.079, atom 23 (Ge): 1.306, atom 24 (C): -0.375, atom 25 (C): -0.089, atom 26 (C): -0.038, atom 27 (C): -0.015, atom 28 (C): -0.046, atom 29 (C): -0.117, atom 30 (C): -0.372, atom 31 (C): -0.122, atom 32 (C): -0.046, atom 33 (C): -0.016, atom 34 (C): -0.038, atom 35 (C): -0.090, atom 36 (H): -0.008, atom 37 (H): 0.094, atom 38 (H): 0.125, atom 39 (H): 0.127, atom 40 (H): 0.121, atom 41 (H): 0.098, atom 42 (H): 0.087, atom 43 (H): 0.121, atom 44 (H): 0.127, atom 45 (H): 0.125, atom 46 (H): 0.096, atom 47 (C): -0.043, atom 48 (C): -0.128, atom 49 (N): -0.168, atom 50 (C): -0.128, atom 51 (C): -0.044, atom 52 (N): -0.085, atom 53 (C): -0.045, atom 54 (C): -0.126, atom 55 (H): 0.143, atom 56 (H): 0.143, atom 57 (H): 0.127, atom 58 (H): 0.133, atom 59 (H): 0.134, atom 60 (H): 0.130, atom 61 (H): 0.143, atom 62 (H): 0.143, atom 63 (H): 0.199, atom 64 (H): 0.142, atom 65 (H): 0.142, atom 66 (H): 0.130, atom 67 (H): 0.133, atom 68 (C): -0.239, atom 69 (S): 0.842, atom 70 (C): -0.240, atom 71 (O): -0.794, atom 72 (H): 0.075, atom 73 (H): 0.058, atom 74 (H): 0.069, atom 75 (H): 0.072, atom 76 (H): 0.069, atom 77 (H): 0.059